Below is a cluster of 2 separate species, C8H9BO3 in total in a non-equilibrium geometry, with properties calculated with ωB97M-V/def2-TZVPD.

The geometry in ORCA input format:
```
! wB97M-V def2-TZVPD RIJCOSX def2/J DEFGRID3
* xyz 0 1
O 0.9296 -1.3667 2.4928
O -0.4024 -2.7975 1.2137
O 2.7890 0.8142 0.0835
C 2.1380 0.9497 -1.0083
C -0.9414 1.9366 0.1051
C -0.2331 0.9369 0.7678
C -1.5053 1.5044 -1.0455
C -0.3886 -0.4143 0.5576
C 1.4223 0.9613 -1.9534
C -1.3492 0.2040 -1.4418
C -0.8916 -0.8532 -0.6690
B 0.0858 -1.4316 1.5124
H -0.7460 2.9600 0.5575
H 2.2129 0.3632 0.6839
H 0.8773 0.8220 -2.9135
H -1.4848 -0.0383 -2.5295
H 0.8676 -2.1908 2.9970
H 0.5263 1.1601 1.4662
H -0.1744 -3.5397 1.8130
H -2.2934 1.8567 -1.6500
H -1.4388 -1.8371 -1.0395
*
```

Results
* LUMO level: 0.2 eV
* E_tot: -15258.4474 eV
* energy relative to the best compared isomer or geometry (same formula, charge and spin): 434.8 kJ/mol

---

Below is a structure of composition C8H9BiO8P in a non-equilibrium geometry, with properties calculated with ωB97M-V/def2-TZVPD.

The geometry in ORCA input format:
```
! wB97M-V def2-TZVPD RIJCOSX def2/J DEFGRID3
* xyz 3 1
Bi 0.6108 0.3423 0.1138
P -2.3757 -1.2420 -1.5895
O -1.7757 3.1992 -0.7177
O 1.5713 -3.3200 0.6628
O -3.0377 0.2121 -0.9096
O -3.7414 -2.1378 -1.5861
O -1.3057 -2.5270 -0.9340
O 0.7022 -0.3562 -3.5656
O 3.3964 1.8807 0.6523
O -1.0147 0.2400 3.5896
C 1.3517 -2.1941 0.5700
C -0.6886 -3.2429 -2.0974
C -3.8110 0.4403 0.2988
C -0.5242 0.2432 2.5472
C 2.3662 1.3209 0.4627
C -4.3446 -2.7662 -0.4388
C 0.7418 -0.0582 -2.4686
C -1.0492 2.3517 -0.4513
H 0.3276 -2.8711 -2.2505
H -4.4438 -3.8239 -0.6822
H -1.3131 -3.0153 -2.9898
H -0.6216 -4.3371 -2.0687
H -3.7861 -2.6737 0.5115
H -4.8875 0.2079 0.1684
H -3.3267 -0.0709 1.1559
H -3.7686 1.5211 0.4923
H -5.3350 -2.3195 -0.3806
*
```

Results
* LUMO level (alpha / beta): -15.4 / -15.9 eV
* E_tot: -39910.0661 eV
* energy relative to the best compared isomer or geometry (same formula, charge and spin): 0.0 kJ/mol

---

Below is the molecule C8H9Br3Si in a non-equilibrium geometry, with properties calculated with ωB97M-V/def2-TZVPD.

The geometry in ORCA input format:
```
! wB97M-V def2-TZVPD RIJCOSX def2/J DEFGRID3
* xyz 0 1
Br -0.8410 -4.5362 1.6284
Br 2.3810 -4.8353 0.5564
Br -0.0884 -3.7438 -1.8307
Si 0.6323 -3.5457 0.2851
C 0.8099 -1.5704 0.5396
C -0.4467 -0.3010 -1.2711
C -0.2650 -0.5743 0.2162
C -1.5779 1.4631 0.6463
C 1.8228 -0.8799 -1.6557
C -0.7422 0.3468 1.0054
C 0.5828 -0.4562 -2.1132
C 1.9735 -1.3943 -0.4237
H -0.2805 0.3988 2.0453
H -1.5045 -0.1217 -1.5865
H 2.5245 -0.8568 -2.4164
H 1.3244 -1.4057 1.5244
H -2.3918 1.2592 -0.0598
H -2.0443 1.8755 1.6225
H 2.8713 -2.0235 -0.1415
H -1.0417 2.2638 0.1666
H 0.5452 -0.3188 -3.1704
*
```

Results
* LUMO level: 0.1 eV
* E_tot: -226448.7781 eV
* energy relative to the best compared isomer or geometry (same formula, charge and spin): 152.6 kJ/mol

---

Below is the ion C8H9BrN3S with charge +1 in a non-equilibrium geometry, with properties calculated with ωB97M-V/def2-TZVPD.

The geometry in ORCA input format:
```
! wB97M-V def2-TZVPD RIJCOSX def2/J DEFGRID3
* xyz 1 1
Br -5.2521 0.5072 0.0013
S -2.1755 1.2151 -0.0480
N 0.4826 -1.7011 -0.1516
N -1.5997 -1.2762 0.0263
N 2.8991 -0.0561 0.1622
C -3.4216 0.0243 -0.0330
C -0.7337 -2.3057 0.0702
C -2.9644 -1.2170 -0.0958
C 1.6069 0.6131 0.0722
C -1.0549 -0.0395 0.0464
C 1.4138 1.8641 0.7552
C 0.4930 -0.4036 -0.0385
C 1.3467 1.9140 -0.8249
H 1.2873 -2.2383 0.0870
H -0.8643 -3.3470 0.1054
H 3.4260 -0.0737 -0.6772
H 0.3407 1.7192 -1.3298
H 3.5664 0.2867 0.8115
H 1.9867 2.3207 -1.5083
H -3.5370 -2.0734 -0.0078
H 2.2164 2.3851 1.2150
H 0.5377 1.8819 1.3622
*
```

Results
* LUMO level: -3.3 eV
* E_tot: -93780.6552 eV
* energy relative to the best compared isomer or geometry (same formula, charge and spin): 0.0 kJ/mol

---

Below is a cluster of 2 separate species, C8H9BrNO3S in total in a non-equilibrium geometry, with properties calculated with ωB97M-V/def2-TZVPD.

The geometry in ORCA input format:
```
! wB97M-V def2-TZVPD RIJCOSX def2/J DEFGRID3
* xyz -1 1
Br 1.8630 2.3755 -0.0558
S -2.6129 -0.6311 0.9727
O 2.1674 0.3497 2.1565
O 2.2621 -1.5988 0.9935
O 2.3530 -3.5452 0.0439
N 1.5495 0.0569 -1.2883
C 1.7074 0.4524 -0.0790
C -1.4391 1.7717 1.4278
C -1.9843 0.8401 0.4979
C 1.9087 -0.1797 1.0874
C -1.9362 1.2201 -0.9380
C 1.8179 -2.4593 0.0884
C 0.5499 -2.0571 -0.6345
C 1.0009 -1.0367 -1.6806
H -1.8751 1.5863 2.4702
H -2.8246 1.6574 -1.3470
H -1.5213 0.3682 -1.4044
H -0.2832 -1.6441 -0.0269
H -1.3243 2.0278 -1.2182
H -0.4175 2.1462 1.4488
H -2.0892 2.6141 1.1337
H 0.8675 -1.2449 -2.7324
H 0.2602 -3.0696 -0.9158
*
```

Results
* LUMO level: 2.5 eV
* E_tot: -96951.7263 eV
* energy relative to the best compared isomer or geometry (same formula, charge and spin): 241.3 kJ/mol

---

Below is the ion C8H9BrNO3S with charge -1 in a non-equilibrium geometry, with properties calculated with ωB97M-V/def2-TZVPD.

The geometry in ORCA input format:
```
! wB97M-V def2-TZVPD RIJCOSX def2/J DEFGRID3
* xyz -1 1
Br -4.5469 2.8157 -0.6919
S -2.5855 -0.8465 -2.0590
O -1.9796 -2.2317 0.5032
O -1.4125 -1.5009 2.4764
O -0.6464 2.9412 -0.0637
N -1.4717 0.7559 0.0046
C -2.7788 1.8947 -1.1207
C 1.4600 -1.2616 1.3708
C 0.6930 -0.2440 0.5772
C -1.4392 2.0629 -0.3347
C -0.6428 -0.2306 0.5872
C -2.7318 0.4412 -0.7091
C -1.4252 -1.4092 1.2362
C 1.3330 0.6616 -0.4537
H 0.6921 1.5078 -0.7551
H -2.1969 -1.7175 -1.0977
H -2.6977 2.1155 -2.2197
H 2.1280 -0.7732 2.2229
H -3.4280 0.0023 0.0317
H 1.8234 0.0176 -1.3306
H 0.7532 -1.9874 1.8365
H 2.0021 -1.9457 0.7986
H 2.3368 1.0299 -0.0904
*
```

Results
* LUMO level: 2.7 eV
* E_tot: -96952.7986 eV
* energy relative to the best compared isomer or geometry (same formula, charge and spin): 137.8 kJ/mol

---

Below is a cluster of 2 separate species, C8H9Cl2NOP in total in a non-equilibrium geometry, with properties calculated with ωB97M-V/def2-TZVPD.

The geometry in ORCA input format:
```
! wB97M-V def2-TZVPD RIJCOSX def2/J DEFGRID3
* xyz 1 3
Cl -1.2093 -1.6228 1.7556
Cl -4.0886 -2.0873 -0.0450
P -0.6858 -2.1199 -0.1700
O -2.1989 -0.6283 -1.1600
N 1.5704 -0.3490 0.1174
C 1.8130 1.6079 1.5303
C -4.3949 0.1139 -1.6882
C 1.0682 0.6258 0.9265
C 0.8353 -1.3169 -0.5749
C 3.7138 0.6097 0.6861
C 2.9298 -0.3541 0.0508
C 3.1555 1.6087 1.4875
C -3.3941 -0.8353 -1.0282
H 0.0302 0.7360 0.9922
H 3.7034 2.4160 1.9279
H 3.4184 -1.1134 -0.6543
H -4.8798 0.8913 -0.8732
H 1.2648 2.3863 1.9300
H -3.8157 0.8533 -2.1955
H 1.5163 -1.6472 -1.3608
H -5.1237 -0.2880 -2.3233
H 4.7717 0.5130 0.6695
*
```

Results
* LUMO level (alpha / beta): -4.0 / -6.3 eV
* E_tot: -46302.8828 eV
* <S²>: 2.032

---

Below is a cluster of 2 separate species, C8H9ClN3OS in total in a non-equilibrium geometry, with properties calculated with ωB97M-V/def2-TZVPD.

The geometry in ORCA input format:
```
! wB97M-V def2-TZVPD RIJCOSX def2/J DEFGRID3
* xyz 1 1
Cl 2.0393 2.3506 -3.1219
S -1.5238 0.6134 3.7078
O -0.0730 -2.6348 0.7298
N 1.8336 -1.0020 -1.3035
N -2.1518 0.2121 1.2960
N 0.7008 0.8283 -1.3351
C -1.1567 -0.7231 1.5750
C -2.3903 0.9928 2.2445
C -0.7187 -0.6086 2.8544
C -0.2271 1.8410 -0.9033
C -0.9308 -1.6304 0.4458
C 0.7130 -0.4298 -0.9183
C 1.8063 0.9846 -2.2201
C 2.4859 -0.1685 -2.1461
H -0.7629 2.1099 -1.7282
H -0.7661 1.4662 -0.1357
H 0.2656 2.7620 -0.4814
H -2.9598 1.8202 2.0833
H 0.1572 -1.2713 3.2976
H 2.2069 -1.9452 -1.1754
H -0.1789 -3.3900 0.1997
H -1.7910 -1.7521 -0.3230
H 3.4223 -0.4255 -2.6418
*
```

Results
* LUMO level: -4.4 eV
* E_tot: -38307.8293 eV
* energy relative to the best compared isomer or geometry (same formula, charge and spin): 211.2 kJ/mol

---

Below is a structure of composition C8H9ClNS in a non-equilibrium geometry, with properties calculated with ωB97M-V/def2-TZVPD.

The geometry in ORCA input format:
```
! wB97M-V def2-TZVPD RIJCOSX def2/J DEFGRID3
* xyz 1 1
Cl -0.8708 2.4110 2.8083
S -0.0739 -0.3206 3.8642
N -0.0482 0.2079 0.0442
C 0.9278 0.2811 -2.3823
C 1.1258 -0.2961 -0.1063
C -0.7902 0.8581 -0.8456
C -0.7905 -0.0344 1.6194
C -0.0388 0.9046 2.4167
C 1.6469 -0.3511 -1.4120
C -0.4959 -1.3446 2.3689
C -0.1794 1.0776 -2.1443
H -1.9110 0.3835 1.5282
H 0.3123 -1.9363 1.9058
H -1.6646 1.3337 -0.4506
H -0.6087 1.6615 -2.9178
H 0.9408 1.0785 2.2367
H 1.4404 0.3533 -3.4421
H -1.2198 -2.1262 2.5073
H 2.5254 -0.8614 -1.6306
H 1.7096 -0.6888 0.7541
*
```

Results
* LUMO level: -4.0 eV
* E_tot: -33280.7354 eV
* energy relative to the best compared isomer or geometry (same formula, charge and spin): 0.0 kJ/mol

---

Below is a cluster of 2 separate species, C8H9ClSi in total in a non-equilibrium geometry, with properties calculated with ωB97M-V/def2-TZVPD.

The geometry in ORCA input format:
```
! wB97M-V def2-TZVPD RIJCOSX def2/J DEFGRID3
* xyz 0 1
Cl -3.9636 -0.7612 0.0010
Si -2.2388 2.2054 0.1443
C 0.8491 -1.4716 0.5974
C 2.2369 -1.5693 0.5538
C -2.1800 -1.1872 -0.1217
C 0.7844 0.5561 -0.6453
C 2.2038 0.5995 -0.5279
C 0.0865 -0.4443 -0.0283
C -1.2601 -0.3153 0.0607
C 2.9345 -0.5330 -0.1050
H 0.2951 -2.2042 1.1929
H 0.2611 1.5190 -0.8214
H 2.6336 1.4621 -1.0323
H -2.2415 -2.2548 -0.3385
H 2.7535 -2.3096 1.0378
H 3.9635 -0.6008 -0.1669
H -2.5740 1.8667 -1.2420
H -1.2764 3.4431 0.3519
H -3.2677 1.9994 1.0895
*
```

Results
* LUMO level: -0.7 eV
* E_tot: -28837.5226 eV
* energy relative to the best compared isomer or geometry (same formula, charge and spin): 418.8 kJ/mol

---

Below is a cluster of 2 separate species, C8H9FN2O2 in total in a non-equilibrium geometry, with properties calculated with ωB97M-V/def2-TZVPD.

The geometry in ORCA input format:
```
! wB97M-V def2-TZVPD RIJCOSX def2/J DEFGRID3
* xyz 0 1
F -0.2922 -1.6523 2.0125
O 2.0251 -0.2680 0.6041
O 3.5475 -0.2362 -1.0691
N 1.0705 -1.5059 -1.2041
N 3.9062 0.8962 0.8771
C 1.1824 -0.9527 -0.1151
C 3.2375 0.1486 -0.0252
C -0.5919 -0.8631 1.0046
C -2.0392 0.8069 -0.7942
C -2.0597 -0.5545 -0.9992
C -1.4548 1.4410 0.3742
C -0.8283 0.6030 1.2021
C -1.5663 -1.5347 0.0647
H -1.3163 -2.4887 -0.2042
H 1.8394 -1.5855 -1.8586
H 3.6227 0.7692 1.8939
H -2.5551 -1.6900 0.6703
H -2.2828 1.3260 -1.6742
H 4.8173 0.9291 0.7995
H -0.3371 1.0332 2.1361
H -2.3460 -1.0566 -1.8867
H -1.6156 2.5428 0.6336
*
```

Results
* LUMO level: 0.6 eV
* E_tot: -18231.0979 eV
* energy relative to the best compared isomer or geometry (same formula, charge and spin): 258.1 kJ/mol